This record from OMol25 describes the molecule C9H8O2 at a distorted geometry. The level of theory is ωB97M-V/def2-TZVPD.

Element x y z (Å)
C -1.76535 -0.41844 1.88372
C -0.29933 -0.62482 1.36962
C -0.01236 0.01995 0.03965
C 1.19414 0.80690 -0.08190
C 1.60506 1.35261 -1.31783
C 0.90626 1.06466 -2.46280
C -0.23828 0.22065 -2.30816
C -0.71233 -0.23075 -1.08943
O 0.18358 -2.11890 1.37763
C 0.74388 -1.26595 2.14667
O 1.64788 -1.00775 2.90915
H -2.35591 -0.99828 1.27840
H -2.12711 0.58224 1.63797
H -1.86585 -0.61838 3.00743
H 1.86774 1.17354 0.68610
H 2.46401 1.90344 -1.50327
H 1.12355 1.30513 -3.49425
H -0.79498 -0.24126 -3.14386
H -1.56458 -0.90458 -0.93483

Forces on the atoms, in the same order (eV/Å):
2.55 0.91 2.03
-2.10 0.69 -0.44
3.88 1.56 1.96
-0.31 0.74 -0.96
-1.71 -1.31 0.01
-2.87 -2.34 -0.11
-0.30 -0.19 -1.03
-0.58 -0.73 -0.10
-0.49 -1.51 -0.25
1.76 3.51 1.31
-1.07 -1.59 -0.82
-1.68 -1.99 -1.01
0.52 0.21 0.35
0.00 0.12 -1.80
-0.54 -0.80 0.78
1.67 1.10 0.65
0.55 0.41 0.24
0.55 0.91 0.01
0.16 0.29 -0.82

total energy: -13555.5388 eV
SMILES string: C[C@]1(c2ccccc2)OC1=O
2S+1: 1
orbital gap: 10.281 eV

***

This record from OMol25 describes a structure of composition C18H29N2O2P2SSc at a distorted geometry. The level of theory is ωB97M-V/def2-TZVPD.

Element x y z (Å)
C -2.18200 -3.41565 -1.07026
C -1.18214 -2.42228 -1.00268
N -1.01009 -1.69608 0.16833
C -1.86210 -1.89741 1.19482
C -2.85533 -2.86581 1.13963
C -3.01418 -3.64077 0.00155
C -0.40298 -2.13786 -2.16389
P 0.92733 -0.97284 -2.07316
Sc 0.66505 -0.15297 0.36159
P -0.89634 0.51738 2.29794
C -1.72885 -1.12504 2.49937
C 1.82046 1.69900 -0.31968
C 3.17471 1.41275 -0.22519
C 4.05606 2.42063 0.21887
C 3.61412 3.74533 0.29729
C 2.25590 4.03596 0.09868
C 1.33270 2.99369 -0.13787
O -2.62779 -0.25179 -3.02402
O -3.30429 0.89888 -0.70175
H -2.26690 -3.96833 -2.00135
H -3.48368 -2.98526 2.01240
H -3.77633 -4.40558 -0.04313
C 2.49859 -1.87741 -2.09860
C 0.89116 0.09137 -3.53738
H -2.73359 -0.97061 2.92142
H -1.15373 -1.72683 3.22435
H -1.95152 -0.96431 -2.93620
H -0.59042 -2.77433 -3.03852
C 0.02394 0.80389 3.83257
C -2.25917 1.70198 2.34620
H 3.55466 0.41404 -0.47349
H 5.06567 2.14653 0.51031
H 4.31754 4.54992 0.56141
H 1.92769 5.07751 0.10956
H 0.25934 3.21559 -0.17592
H -0.39264 1.21555 -0.79523
H -3.63172 1.77751 -0.95496
H -3.11823 0.43752 -1.56873
H -3.31469 -0.64346 -3.58370
H -0.88913 0.77030 -0.36557
H 2.61044 -2.39929 -3.05650
H 3.31158 -1.15349 -1.96029
H 2.52812 -2.59209 -1.26620
H 1.19159 -0.46443 -4.43691
H -0.11235 0.51735 -3.67346
H 1.60157 0.90781 -3.34646
H -2.79659 1.68481 3.30610
H -1.82950 2.70139 2.19101
H -2.94060 1.48767 1.51412
H -0.64091 0.88883 4.69696
H 0.76594 0.00231 3.98311
H 0.57310 1.74364 3.70139
S 2.16295 -1.59726 1.80419
C 3.45251 -0.68273 2.29746
N 4.36509 -0.07523 2.74045

Forces on the atoms, in the same order (eV/Å):
-0.66 -0.47 0.38
0.88 0.75 -0.82
0.13 0.33 -0.07
-0.71 -0.98 0.03
0.24 0.88 0.96
0.56 -0.06 -0.99
-0.36 -0.05 0.31
-1.15 -0.81 0.41
1.74 0.24 -0.56
-0.55 -0.44 0.69
0.17 0.09 0.00
-1.65 -1.29 0.08
0.62 1.01 0.44
-0.16 -0.28 -0.44
-0.24 -0.18 0.27
-0.18 -0.15 -0.28
1.18 0.86 0.27
-0.13 -0.49 -0.63
-0.12 0.17 -0.56
-0.07 -0.01 0.21
-0.08 -0.09 -0.10
-0.06 -0.03 -0.02
0.40 0.07 -0.40
0.38 0.21 -0.15
0.32 -0.08 -0.08
-0.09 0.23 -0.26
0.09 0.21 0.33
0.26 0.14 0.33
0.26 0.00 0.19
-0.12 0.46 -0.13
-0.03 0.30 0.46
0.02 0.18 -0.25
-0.40 -0.47 -0.14
0.03 -0.26 0.16
0.37 -0.02 -0.03
-0.49 -0.62 0.49
0.15 -0.45 0.08
-0.13 0.38 0.74
0.12 0.22 0.18
-0.31 1.03 -1.03
0.17 0.00 0.20
0.00 -0.26 -0.16
-0.10 0.19 -0.26
-0.12 0.18 0.17
0.29 -0.18 0.10
-0.15 -0.13 -0.24
0.20 -0.08 -0.28
-0.20 -0.16 0.07
0.13 0.01 0.19
0.11 -0.05 -0.05
-0.33 0.30 -0.05
-0.06 -0.12 0.14
-0.68 -0.74 -0.20
2.72 1.97 1.51
-2.19 -1.45 -1.21

total energy: -76325.4105 eV
2S+1: 1
orbital gap: 7.245 eV

***

This record from OMol25 describes the molecule C4H5ClO at a distorted geometry. The level of theory is ωB97M-V/def2-TZVPD.

Element x y z (Å)
C -1.67310 1.47765 0.12334
C -0.28826 1.13439 -0.23206
C 0.34494 -0.08216 0.01644
Cl -1.05009 -1.28850 -0.01588
C 1.79494 -0.47848 -0.02653
O 2.58063 0.53248 0.08965
H -2.44753 0.52970 0.17512
H -2.03482 2.34049 -0.64169
H -1.75953 1.97216 1.11363
H 0.34293 1.98192 -0.48026
H 2.03423 -1.48793 0.09889

Forces on the atoms, in the same order (eV/Å):
-3.50 0.30 -1.55
2.79 -1.38 1.70
-3.31 0.94 -1.84
1.96 -1.14 0.54
0.22 7.08 1.42
-2.18 -4.50 -0.88
2.03 2.90 -0.45
0.49 -2.18 1.66
0.48 -0.27 -0.43
0.21 -0.06 0.07
0.82 -1.70 -0.25

total energy: -18796.3198 eV
SMILES string: C/C=C(\Cl)C=O
2S+1: 1
orbital gap: 8.750 eV

***

This record from OMol25 describes the molecule C8H11BrO at a distorted geometry. The level of theory is ωB97M-V/def2-TZVPD.

Element x y z (Å)
C -1.19791 -2.36227 -0.13763
C -0.52242 -1.09871 -0.53308
C 0.51370 -1.02551 -1.29001
C 1.15669 0.24440 -1.57421
C 1.01934 1.30664 -0.78882
C 0.16555 1.20784 0.48184
C 0.95988 0.52434 1.68814
O -0.13913 2.50737 0.93380
C -1.09593 0.42041 0.28241
Br -2.12465 1.34012 -1.05594
H -1.20221 -3.12253 -0.88203
H -2.26269 -2.12411 0.18921
H -0.72486 -2.60781 0.76636
H 0.83824 -1.88909 -1.85889
H 1.92932 0.31537 -2.41165
H 1.53804 2.26073 -0.91442
H 0.88378 -0.56614 1.60283
H 0.52811 0.70548 2.63847
H 2.01993 1.09979 1.67506
H -0.58249 2.81083 0.14321
H -1.70030 0.05284 1.04536

Forces on the atoms, in the same order (eV/Å):
-2.37 2.20 0.51
-2.99 2.29 2.83
1.50 0.54 -2.14
2.26 0.73 -1.17
-0.46 -0.45 0.92
1.01 -0.70 2.43
1.82 1.62 -1.94
0.14 0.00 -0.09
2.74 -3.49 -4.42
-0.94 0.06 -0.24
0.21 -0.64 -0.43
1.04 -0.46 -0.68
0.69 -1.18 1.26
0.11 -0.14 0.14
-1.35 -0.24 1.03
-0.14 -0.39 -0.10
1.08 0.23 -0.37
-0.79 0.81 0.78
-2.16 -2.11 0.16
-0.56 1.25 -0.11
-0.83 0.09 1.63

total energy: -80561.9494 eV
SMILES string: CC1=CC=C[C@@](C)(O)[C@H]1Br
2S+1: 1
orbital gap: 9.466 eV

***

This record from OMol25 describes a cluster of 4 separate species, C21H58BN4O11P2 in total at a distorted geometry. The level of theory is ωB97M-V/def2-TZVPD.

Element x y z (Å)
C 6.13151 -0.34494 1.47997
P 5.69737 -1.48274 0.07865
O 5.28048 -0.39196 -1.17045
B 3.99416 -2.30246 0.64066
C 2.76826 -1.34158 0.13295
C 1.34087 -1.66164 0.60280
N 0.62832 -0.32150 0.67899
N 1.23618 -2.24198 1.93333
N 0.66312 -2.53171 -0.35038
P 4.07113 -4.11448 -0.10358
N 3.25619 -5.09423 1.15180
O 2.94262 -4.17941 -1.34062
H 6.68084 -0.94824 2.19207
H 5.25528 0.10134 1.93987
H 6.80984 0.41626 1.11021
H 5.83756 -0.67449 -1.91513
H 4.05412 -2.34438 1.84473
H 2.96458 -0.34301 0.51698
H 2.74778 -1.24759 -0.95256
H -0.36216 -0.52604 0.56336
H 0.88359 0.14705 -0.18694
H 0.76431 -1.59679 2.54956
H 0.72707 -3.11455 1.88508
H -0.28490 -2.70977 -0.04213
H 0.66948 -2.03745 -1.23208
H 3.97535 -5.47260 1.75630
H 2.83835 -5.88237 0.66777
H 3.26827 -4.81075 -1.99560
C -3.65725 -1.45577 -0.00545
O -3.83870 -0.49245 -1.01968
C -4.74085 -0.87882 -2.03780
C -5.60116 0.28064 -2.48725
O -6.57797 0.70552 -1.55242
C -6.15695 1.41882 -0.40174
C -5.62020 2.80652 -0.66622
O -4.32318 2.75046 -1.22780
C -4.03466 3.77950 -2.14543
H -3.02272 -2.27740 -0.35579
H -3.16101 -0.96519 0.83054
H -4.61354 -1.85489 0.35040
H -5.38286 -1.70228 -1.70620
H -4.15886 -1.22254 -2.90380
H -6.17752 -0.06679 -3.34880
H -4.98253 1.11220 -2.82862
H -5.45076 0.83749 0.19342
H -7.06618 1.53355 0.19366
H -5.55826 3.34213 0.29101
H -6.31030 3.34650 -1.32511
H -4.85281 3.92332 -2.86046
H -3.14773 3.48166 -2.70241
H -3.82825 4.72538 -1.63029
C 3.21094 -3.39840 4.56183
O 2.00982 -3.18444 5.29552
C 1.08253 -4.23807 5.16639
C 0.40000 -4.54548 6.48121
O 1.23445 -5.15629 7.45468
C 2.20204 -4.35642 8.10883
C 1.64456 -3.35268 9.09318
O 1.03884 -2.25212 8.43862
C -0.07314 -1.72415 9.11763
H 3.04803 -3.25328 3.49312
H 3.94313 -2.67098 4.91212
H 3.60647 -4.40500 4.74831
H 1.56769 -5.14450 4.78960
H 0.31034 -3.93980 4.44269
H -0.37390 -5.28977 6.27336
H -0.10219 -3.66201 6.88043
H 2.87362 -3.87734 7.39462
H 2.79622 -5.06722 8.68977
H 2.47332 -2.97265 9.70670
H 0.92455 -3.85388 9.75113
H -0.75318 -2.51631 9.45206
H -0.61072 -1.08524 8.41858
H 0.23394 -1.12139 9.98161
C -1.27963 6.46873 -8.79587
O -0.64873 6.38350 -7.53928
C -1.52166 6.58483 -6.44138
C -1.22620 5.63833 -5.29840
O -1.57197 4.28694 -5.53886
C -0.76719 3.52104 -6.42210
C 0.61881 3.19964 -5.91153
O 1.46854 4.33318 -5.95799
C 2.41112 4.37772 -4.90705
H -1.50058 7.50940 -9.06056
H -0.59349 6.05752 -9.53478
H -2.20434 5.88210 -8.81947
H -2.56684 6.46311 -6.74591
H -1.38625 7.61200 -6.07641
H -1.86584 5.94338 -4.46565
H -0.19350 5.73757 -4.96086
H -0.72854 3.96946 -7.41648
H -1.29742 2.57072 -6.51712
H 1.05006 2.41820 -6.55087
H 0.54691 2.81174 -4.88993
H 1.94543 4.16121 -3.94032
H 2.81627 5.38794 -4.87313
H 3.23237 3.67367 -5.07739

Forces on the atoms, in the same order (eV/Å):
-0.34 -0.07 -0.68
0.54 -0.44 -0.03
0.33 -0.12 -0.32
-0.36 0.47 -0.68
-0.05 -0.49 0.55
-0.55 0.98 0.08
0.18 -0.43 -0.23
-0.11 -0.15 -0.10
0.49 -0.20 0.24
0.77 -0.23 0.38
-0.53 0.24 -0.32
-0.21 -0.22 -0.22
-0.02 -0.16 0.30
-0.10 0.17 0.21
0.10 0.26 -0.04
-0.37 0.33 0.46
0.16 -0.27 0.12
0.18 0.27 0.05
0.04 -0.02 -0.21
-0.10 0.07 0.14
0.03 0.26 0.11
-0.01 0.03 0.07
0.19 -0.14 0.13
-0.16 0.17 -0.12
-0.18 -0.32 -0.25
0.08 -0.07 0.01
0.03 -0.16 0.07
-0.02 0.25 0.27
0.18 0.02 -0.10
-0.30 0.10 0.22
0.26 0.03 -0.05
-0.01 0.02 -0.19
-0.09 -0.01 0.00
-0.10 -0.07 0.15
0.29 0.07 0.10
-0.12 -0.16 -0.26
0.11 -0.02 0.10
-0.07 -0.08 0.06
0.06 0.03 -0.04
-0.02 -0.03 -0.05
-0.01 0.01 0.07
-0.12 -0.11 -0.05
-0.01 -0.01 0.00
0.10 0.00 0.14
0.15 0.06 -0.09
-0.01 0.01 0.00
-0.18 0.05 0.01
0.00 -0.01 -0.04
-0.03 0.03 0.03
0.05 0.02 0.04
-0.07 0.05 -0.06
-0.04 0.13 -0.12
0.20 -0.23 0.31
-0.06 0.27 -0.12
-0.15 -0.03 -0.12
-0.07 -0.07 0.13
0.18 -0.09 -0.04
0.09 0.24 -0.01
-0.22 -0.21 -0.10
0.12 0.09 -0.04
0.01 -0.07 -0.05
-0.07 0.06 0.00
-0.03 -0.01 0.00
0.03 -0.01 0.00
-0.04 -0.17 -0.05
0.01 -0.02 0.02
0.16 0.10 -0.01
-0.12 0.16 -0.02
0.00 0.00 0.01
0.00 -0.14 0.11
-0.03 -0.01 -0.02
0.01 0.00 0.04
0.04 0.05 0.00
-0.06 -0.05 0.05
0.13 0.07 0.06
-0.13 -0.27 -0.02
0.16 0.16 0.00
0.01 0.04 0.14
-0.10 -0.02 0.02
-0.06 -0.11 -0.07
0.21 0.06 -0.16
-0.22 0.14 0.22
0.07 0.00 -0.13
-0.09 -0.02 -0.03
0.04 0.04 0.00
-0.03 0.03 0.00
0.00 -0.04 -0.05
-0.14 0.01 0.05
-0.01 0.00 0.00
0.08 -0.01 -0.18
0.15 0.11 0.04
-0.01 -0.01 0.02
-0.08 -0.14 0.08
-0.01 0.00 0.02
0.01 -0.05 0.00
0.03 0.00 -0.06
-0.02 -0.04 0.09

charge: -1
total energy: -70451.1227 eV
2S+1: 1
orbital gap: 5.241 eV

***

This record from OMol25 describes the molecule C7H4Cl2N4O at a distorted geometry. The level of theory is ωB97M-V/def2-TZVPD.

Element x y z (Å)
Cl -1.09951 -2.10179 4.94661
Cl -2.86050 -2.79680 2.40206
N 1.25322 1.29396 -0.51462
N -0.32841 0.05695 -1.42865
N 1.92952 2.54733 -2.29977
O 0.17626 0.87701 -2.45997
C 1.14659 1.58552 -1.78114
C 0.37115 -0.56717 3.28757
C 0.73425 -0.03388 2.06571
C -1.14725 -1.15827 1.04984
C -0.71397 -1.40784 3.41919
C -1.50059 -1.68027 2.30236
C -0.02711 -0.31674 0.90923
N 0.34108 0.28252 -0.33986
H 2.46075 3.01369 -1.56841
H 1.00892 -0.36362 4.13987
H 1.64108 0.56105 1.99146
H -1.81065 -1.33246 0.22886

Forces on the atoms, in the same order (eV/Å):
0.11 0.11 -0.04
0.69 0.75 -0.11
-1.42 -3.30 4.09
-0.55 -1.16 0.05
-2.86 -2.53 -0.36
0.37 -0.88 3.22
4.10 5.53 -3.21
0.63 0.14 -0.06
0.04 0.04 -1.16
0.20 0.70 0.23
-0.60 -0.19 -0.05
0.09 -0.44 -0.66
-0.14 -0.54 1.76
0.04 2.53 -3.31
-0.14 -0.54 0.09
-0.19 -0.03 0.02
-0.28 0.02 -0.07
-0.08 -0.21 -0.43

total energy: -40372.5607 eV
2S+1: 1
orbital gap: 6.996 eV

***

This record from OMol25 describes a cluster of 5 separate species, C10H20Br10 in total at a distorted geometry. The level of theory is ωB97M-V/def2-TZVPD.

Element x y z (Å)
Br 0.37078 2.25624 -0.59353
C -0.15704 2.05933 1.31042
C 0.43732 0.74924 1.83490
Br -0.21864 0.38797 3.75623
H -1.24299 2.09686 1.39647
H 0.31048 2.92831 1.77346
H 1.51527 0.83875 1.70039
H 0.08799 -0.07909 1.21852
Br 3.82261 1.95998 -3.07876
C 2.74678 3.57895 -2.93889
C 1.92095 3.81806 -4.25220
Br 1.46670 5.72775 -4.30525
H 3.47349 4.37843 -2.79462
H 2.13761 3.54808 -2.03553
H 1.07774 3.12772 -4.22930
H 2.43020 3.64239 -5.19977
Br -4.27197 2.12792 -0.32530
C -4.61400 1.33403 1.45645
C -4.77416 -0.21569 1.23516
Br -3.21714 -1.00006 0.32434
H -5.45493 1.76976 1.99596
H -3.78268 1.64969 2.08681
H -5.70087 -0.26990 0.66389
H -4.91605 -0.64802 2.22564
Br 0.00794 -5.58513 3.91437
C -0.90363 -4.00580 3.17905
C -0.18384 -3.47858 2.03604
Br 1.63626 -2.90496 2.50850
H -1.09547 -3.25748 3.94801
H -1.83603 -4.37404 2.75111
H -0.72638 -2.65875 1.56527
H -0.18179 -4.25957 1.27567
Br 4.14881 -0.60526 -0.80671
C 2.42661 -1.17478 -1.52585
C 2.52561 -2.65925 -2.11580
Br 0.75101 -3.42481 -2.45626
H 2.11798 -0.57350 -2.38102
H 1.71586 -0.93577 -0.73475
H 3.02962 -3.25501 -1.35478
H 3.12001 -2.61406 -3.02835

Forces on the atoms, in the same order (eV/Å):
-0.40 -0.33 0.61
0.26 -0.15 0.28
-0.68 0.49 -0.24
0.76 0.42 -1.76
0.16 0.04 -0.29
-0.25 -0.16 0.11
0.06 -0.40 0.90
-0.11 -0.09 0.40
-0.37 0.21 -0.06
0.24 0.77 -1.26
0.64 -0.37 1.10
-0.34 -0.54 0.06
-0.07 -0.09 -0.16
-0.05 -0.24 -0.36
-0.43 0.61 -0.06
0.41 -0.02 0.47
-0.45 0.27 0.81
0.91 -0.78 -0.39
-0.02 2.19 0.71
-0.78 0.09 0.53
-0.51 -0.12 -0.76
0.38 -0.49 -0.29
0.39 -0.75 -0.31
0.23 -0.40 -0.24
-0.40 0.39 0.06
-0.90 -0.59 0.92
0.90 0.26 -1.46
-0.47 0.02 -0.53
0.14 -0.35 0.17
-0.21 -0.07 0.48
0.18 0.35 0.34
0.78 0.07 -0.08
-0.26 -0.38 -0.21
-0.42 -0.97 -1.22
0.15 1.63 1.77
0.59 0.36 0.06
0.47 0.48 0.18
0.01 -0.82 0.00
-0.23 -0.31 -0.30
-0.32 -0.19 0.04

total energy: -711118.9139 eV
SMILES string: BrCCBr.BrCCBr.BrCCBr.BrCCBr.BrCCBr
2S+1: 1
orbital gap: 9.795 eV

***

| no. | lowest unoccupied orbital energy (eV) |
| --- | --- |
| 1 | 0.8 |
| 2 | 0.2 |
| 3 | -0.8 |
| 4 | 0.7 |
| 5 | 2.1 |
| 6 | -1.5 |
| 7 | 0.0 |